Below is a structure of composition C23H21BBrN8O2Pt, with properties calculated with ωB97M-V with the def2-TZVPD basis set.

Geometry as XYZ:
```
57
Properties=species:S:1:pos:R:3:nbo_charge:R:1
Pt -0.240 -0.339 0.580 1.049
C -3.393 -2.861 -0.669 -0.335
C -2.611 -2.399 0.385 -0.010
N -1.856 -1.387 -0.038 -0.319
N -2.130 -1.172 -1.347 -0.308
C -3.064 -2.048 -1.739 0.027
B -1.524 0.014 -2.148 0.524
N -0.026 -0.142 -2.449 -0.344
C 0.561 -0.086 -3.658 0.006
C 1.925 -0.103 -3.484 -0.332
C 2.096 -0.163 -2.100 -0.022
N 0.921 -0.191 -1.478 -0.420
N -1.717 1.270 -1.242 -0.289
C -2.377 2.415 -1.438 0.028
C -2.287 3.186 -0.294 -0.325
C -1.545 2.419 0.594 -0.006
N -1.208 1.274 0.002 -0.282
H -4.116 -3.654 -0.644 0.256
H -2.563 -2.728 1.408 0.233
H -3.438 -2.027 -2.747 0.245
H -2.127 0.144 -3.170 -0.009
H -0.032 -0.038 -4.554 0.233
H 2.685 -0.074 -4.244 0.245
H 3.015 -0.204 -1.540 0.216
H -2.863 2.607 -2.378 0.242
H -2.705 4.161 -0.124 0.254
H -1.249 2.622 1.608 0.232
C 2.864 1.372 1.949 -0.252
O 2.137 0.170 1.673 -0.519
C 2.867 -0.889 1.211 0.265
C 4.242 -0.863 1.032 -0.313
C 4.872 -1.990 0.511 -0.057
Br 6.739 -1.940 0.273 0.122
C 4.167 -3.119 0.143 -0.206
C 2.784 -3.147 0.319 -0.072
C 2.173 -2.047 0.891 0.247
O 0.778 -2.039 1.119 -0.709
C 2.044 -4.331 -0.142 0.332
N 2.581 -5.514 -0.223 -0.418
C 1.589 -6.319 -0.758 0.055
C 1.612 -7.682 -1.058 -0.174
C 0.475 -8.235 -1.603 -0.222
C -0.674 -7.461 -1.850 -0.192
C -0.717 -6.114 -1.556 -0.267
C 0.437 -5.565 -1.004 0.167
N 0.748 -4.287 -0.584 -0.549
H 3.578 1.200 2.756 0.200
H 2.123 2.099 2.264 0.212
H 3.377 1.726 1.055 0.196
H 4.823 0.010 1.280 0.250
H 4.654 -3.981 -0.288 0.269
H 0.531 -2.443 1.963 0.534
H 2.498 -8.271 -0.869 0.231
H 0.459 -9.287 -1.850 0.224
H -1.544 -7.936 -2.282 0.221
H -1.600 -5.519 -1.744 0.215
H 0.184 -3.463 -0.698 0.420
```

E (eV): -114168.419
Net charge: +1
E_LUMO (eV): -3.72
Highest occupied orbital energy (eV): -10.76
Gap between HOMO and LUMO (eV): 7.032

***

Below is a structure of composition C24H16Cl33NO3S, with properties calculated with ωB97M-V with the def2-TZVPD basis set.

Geometry as XYZ:
```
78
Properties=species:S:1:pos:R:3:lowdin_charge:R:1
C -0.973 -2.458 -6.343 0.032
C -1.069 -2.811 -5.192 -0.076
C -0.789 -3.041 -3.836 -0.105
C -1.121 -2.178 -2.870 -0.110
N -1.843 -0.979 -3.196 0.138
C -1.152 0.038 -3.228 -0.710
S -0.589 1.472 -3.085 0.762
C -0.727 -2.511 -1.461 -0.271
O -1.414 -2.251 -0.509 0.136
C 0.576 -3.240 -1.369 -0.194
C 1.488 -3.059 -0.345 -0.420
O 1.206 -2.198 0.669 -0.094
C 2.672 -3.754 -0.384 -0.242
C 2.968 -4.643 -1.374 -0.240
C 2.068 -4.843 -2.397 -0.054
C 0.901 -4.133 -2.370 -0.198
C -0.068 -4.293 -3.485 -0.297
O -0.268 -5.339 -4.037 0.142
H -0.906 -2.053 -7.314 0.033
H 1.484 -2.596 1.503 -0.070
H 3.403 -3.601 0.394 0.094
H 3.903 -5.175 -1.405 0.100
H 2.257 -5.523 -3.207 0.132
C 1.240 -5.747 0.852 -1.203
Cl -0.121 -5.272 -0.160 0.856
Cl 2.474 -6.571 -0.100 0.756
Cl 1.925 -4.337 1.673 0.803
H 0.881 -6.432 1.608 0.031
C 3.267 -2.567 5.024 -1.522
Cl 2.563 -1.707 6.387 0.528
Cl 2.985 -1.677 3.524 0.516
Cl 4.991 -2.838 5.281 0.543
H 2.783 -3.531 4.934 0.010
C 2.985 2.051 -0.879 -1.548
Cl 4.497 1.841 -1.761 0.537
Cl 1.786 2.891 -1.870 0.470
Cl 2.352 0.497 -0.335 0.541
H 3.186 2.649 0.005 -0.109
C 2.004 2.389 7.621 -1.514
Cl 2.046 1.016 8.732 0.518
Cl 2.349 1.870 5.969 0.457
Cl 0.452 3.216 7.696 0.521
H 2.771 3.088 7.925 0.015
C -0.885 -0.321 2.216 -1.541
Cl -2.598 0.084 2.194 0.538
Cl 0.101 1.112 1.914 0.518
Cl -0.405 -1.096 3.725 0.532
H -0.710 -1.025 1.413 -0.034
C 5.031 2.272 2.937 -1.471
Cl 3.870 1.427 3.959 0.452
Cl 6.016 1.129 2.029 0.546
Cl 4.200 3.385 1.839 0.603
H 5.683 2.856 3.573 0.019
C -4.093 2.886 -2.035 -1.565
Cl -5.747 3.391 -2.404 0.528
Cl -2.941 4.193 -2.291 0.490
Cl -3.930 2.289 -0.393 0.526
H -3.834 2.075 -2.704 -0.002
C -2.968 5.200 5.948 -1.562
Cl -2.134 6.743 6.137 0.524
Cl -2.293 4.290 4.597 0.516
Cl -2.881 4.266 7.441 0.514
H -4.009 5.403 5.732 -0.004
C -6.112 6.904 1.589 -1.555
Cl -5.439 8.341 0.820 0.525
Cl -4.981 6.237 2.764 0.517
Cl -7.663 7.269 2.348 0.522
H -6.277 6.159 0.824 0.008
C -0.406 6.701 -4.590 -1.548
Cl 0.979 6.940 -5.654 0.532
Cl -0.070 5.441 -3.400 0.483
Cl -0.849 8.208 -3.790 0.530
H -1.244 6.379 -5.192 0.014
C -2.675 -6.140 -7.797 -1.518
Cl -1.861 -4.578 -7.594 0.612
Cl -1.924 -7.092 -9.086 0.515
Cl -2.671 -7.034 -6.281 0.539
H -3.703 -5.952 -8.076 0.010
```

E (eV): -456846.011
Net charge: 0
E_LUMO (eV): -1.09
Highest occupied orbital energy (eV): -8.87
Gap between HOMO and LUMO (eV): 7.774